[1]
Here is a molecular structure, C5H10NS in a non-equilibrium geometry from the OMol25 dataset. Energies are from ωB97M-V/def2-TZVPD.

CARTESIAN COORDINATES (ANGSTROEM)
C  1.2155  0.6427  -0.3207
C  1.5431  1.6836  -1.1077
C  1.0392  -0.4408  0.4887
C  -2.8244  -0.0857  -0.0759
C  1.9844  -1.6460  0.4223
N  -2.7667  0.7844  0.9307
S  -1.6346  -1.0856  -0.6044
H  2.5092  2.2517  -0.8184
H  1.2815  1.9570  -2.1048
H  0.6635  -0.0490  1.4492
H  -3.6969  -0.1301  -0.6773
H  2.2457  -1.9032  1.4814
H  2.9516  -1.1789  -0.0043
H  1.6517  -2.4419  -0.2207
H  -3.4351  1.5887  0.9846
H  -2.0774  0.9266  1.5851
H  -0.0557  -0.7415  0.1428

Atomic forces in eV per Å
1.8 2.7 -2.3
1.5 -2.2 2.7
0.7 1.5 0.4
1.5 0.6 0.9
2.4 2.2 0.6
-3.5 1.4 -1.7
-0.4 -1.1 -0.3
-1.6 -0.9 0.1
-1.0 -0.2 -0.4
0.2 -0.6 0.1
-1.0 0.5 -0.2
-0.4 -0.4 -1.1
-1.3 -1.3 0.5
-0.2 -0.4 0.1
0.4 -1.5 -0.3
2.3 -0.4 1.3
-1.3 0.0 -0.5

Its net charge is +1.

---

[2]
Here is a gas-phase ion, C5H10NS3 (charge +1) in a non-equilibrium geometry from the OMol25 dataset. Energies are from ωB97M-V/def2-TZVPD.

CARTESIAN COORDINATES (ANGSTROEM)
C  1.1943  -2.3700  1.0278
C  -0.1647  -1.1006  0.0015
C  2.0336  0.1396  0.2444
C  -1.5621  -1.2711  0.5601
C  0.1148  1.3724  -0.6819
N  0.4874  0.1904  0.2638
S  0.5782  -3.7558  1.4688
S  2.4426  -1.3030  1.4282
S  2.7655  1.6448  0.9763
H  -0.0618  -1.6901  -0.9322
H  2.6036  0.0718  -0.7629
H  -2.2342  -0.4994  0.0071
H  -1.5556  -1.1940  1.6741
H  -1.9078  -2.1931  0.2978
H  -0.8804  1.2848  -0.9854
H  0.2324  2.3140  -0.1900
H  0.7529  1.4525  -1.5924
H  0.2241  0.4747  1.2250
H  2.5308  1.4920  2.2429

Atomic forces in eV per Å
-3.2 1.9 -0.9
1.5 -3.2 1.4
1.1 -0.7 1.6
1.0 3.9 0.3
1.2 -0.2 -0.4
0.8 1.2 -2.2
0.7 0.1 -0.1
0.4 0.6 -1.0
0.3 0.1 -1.9
0.5 1.6 0.0
-1.8 -0.2 1.4
0.8 -1.1 1.3
-0.4 0.3 -0.8
-0.9 -2.6 -0.7
-1.6 -0.4 -0.3
0.1 0.3 0.7
-0.3 -0.8 0.8
0.2 -0.2 -0.5
-0.5 -0.6 1.3

Its net charge is +1.

---

Asked for total energy across the records above, the calculation gives -649.06131; -1445.45880 Eh in order.